1.
C3H12NOS2 | wB97M-V/def2-TZVPD

Computed properties:
* HOMO energy: -12.795 eV
* charge: +1
* energy relative to the best compared isomer or geometry (same formula, charge and spin): 1.187 eV
* frontier orbital gap: 9.4 eV

Last column: Mulliken charge in e.
Element x y z (Å)
N  0.08999  1.74132  -0.87595  -0.343
C  0.43157  1.17265  0.51834  0.469
C  1.56065  2.07734  1.08298  -1.408
C  0.56377  -0.30915  0.53555  -0.882
S  -0.92712  -1.21481  1.19132  -0.031
S  -1.82180  -2.45672  -0.11273  -0.166
H  0.83471  2.36017  -1.20942  0.261
H  -0.05037  0.99638  -1.56554  0.352
H  -0.78623  2.26346  -0.88058  0.364
H  -0.38664  1.58626  1.12880  0.244
H  2.47772  1.49087  1.20979  0.330
H  1.76823  2.91885  0.43708  0.434
H  1.32082  2.39628  2.09562  0.376
H  0.96473  -0.84655  -0.34140  0.488
H  1.38093  -0.43531  1.26753  0.321
H  -1.19593  -3.62433  0.13531  0.185
H  2.41203  1.32245  -2.39560  0.324
H  2.39988  2.26769  -3.63346  0.325
O  2.22822  2.21436  -2.68321  -0.645

---

2.
C3H12NOSi | wB97M-V/def2-TZVPD

Computed properties:
* HOMO energy: -14.238 eV
* charge: +1
* energy relative to the best compared isomer or geometry (same formula, charge and spin): 0.093 eV
* frontier orbital gap: 10.8 eV

Last column: Mulliken charge in e.
Element x y z (Å)
C  1.84285  0.33154  -1.45973  -0.915
Si  0.40798  0.57285  -0.20382  0.496
C  -1.19657  0.93327  -1.12227  -1.093
O  0.69461  1.49725  1.12007  -0.505
C  0.04288  -1.39543  0.82002  -0.955
N  -1.14174  -1.22067  1.69166  -0.198
H  1.78589  -0.64062  -1.91803  0.350
H  1.75872  1.29369  -2.01930  0.291
H  2.73597  0.32132  -0.81533  0.293
H  -1.90048  1.35021  -0.38600  0.352
H  -1.05210  1.75000  -1.78407  0.368
H  -1.77531  0.19201  -1.65182  0.401
H  0.87441  2.44096  0.87184  0.341
H  0.91455  -1.79100  1.52645  0.313
H  0.06832  -2.17312  0.06063  0.420
H  -1.16256  -2.01036  2.25828  0.331
H  -1.95254  -1.21828  1.02136  0.345
H  -0.94489  -0.23360  1.99005  0.365

---

3.
C3H12NOSi | wB97M-V/def2-TZVPD

Computed properties:
* HOMO energy (alpha / beta): -8.236 / -15.304 eV
* charge: +1
* 2S+1: 3
* frontier orbital gap (alpha / beta): 5.1 / 6.0 eV

Last column: Mulliken charge in e.
Element x y z (Å)
C  -0.44923  -0.07302  -2.43404  -1.038
C  -0.24780  -0.81058  -1.12046  -0.499
C  0.52175  0.24656  0.15995  -0.532
N  -0.57125  1.17962  0.36148  -0.455
O  -0.12429  0.02026  2.79927  -0.405
Si  1.07966  -0.59034  1.84696  0.007
H  -0.16985  0.97896  -2.42096  0.318
H  -0.10617  -0.64757  -3.28587  0.330
H  -1.47791  -0.18710  -2.67184  0.333
H  -1.16099  -0.96354  -0.59672  0.403
H  0.44684  -1.69456  -1.21186  0.375
H  1.37236  0.85230  -0.30819  0.401
H  -0.32462  1.82799  1.14594  0.429
H  -0.78613  1.65826  -0.51133  0.339
H  -1.45757  0.66674  0.68262  0.399
H  -0.35457  -0.20411  3.62550  0.319
H  1.26361  -2.01868  1.61433  0.094
H  2.54614  -0.24123  2.32522  0.182

---

4.
C3H12NS2 | wB97M-V/def2-TZVPD

Computed properties:
* HOMO energy: -12.849 eV
* charge: +1
* energy relative to the best compared isomer or geometry (same formula, charge and spin): 4.942 eV
* frontier orbital gap: 4.2 eV

Last column: Mulliken charge in e.
Element x y z (Å)
C  -0.46978  -1.48476  -2.25604  -0.619
N  0.93388  -1.64578  -1.89545  -0.488
H  -1.02654  -2.37768  -1.98078  0.327
H  -0.97317  -0.64219  -1.75053  0.174
H  -0.56424  -1.31064  -3.32468  0.312
H  1.04042  -1.95049  -0.93440  0.266
H  0.06544  0.08182  0.45756  -0.090
H  1.44295  -0.77222  -1.96537  0.235
C  -1.98933  0.74250  1.65103  -0.764
S  -0.96474  -0.64946  1.16702  0.226
S  0.80600  1.31462  -0.15489  0.132
C  1.91592  1.37869  1.22339  -0.716
H  -1.43907  1.44469  2.27124  0.318
H  -2.37484  1.25024  0.76972  0.328
H  -2.82461  0.32300  2.20982  0.367
H  2.29326  2.40796  1.26395  0.371
H  1.37848  1.18460  2.14775  0.314
H  2.74997  0.70511  1.10068  0.308

---

5.
C3H12NSi | wB97M-V/def2-TZVPD

Computed properties:
* HOMO energy: -15.359 eV
* charge: +1
* energy relative to the best compared isomer or geometry (same formula, charge and spin): 2.884 eV
* frontier orbital gap: 11.5 eV

Last column: Mulliken charge in e.
Element x y z (Å)
C  2.05361  0.43676  -0.24806  -1.000
C  1.03333  -0.65132  0.21269  -0.349
C  -0.20385  -0.17638  -0.42419  -0.493
N  -1.65401  -1.45311  -0.06127  -0.571
Si  -1.07222  1.54512  0.24070  0.602
H  2.56308  0.76305  0.70208  0.262
H  1.46252  1.29134  -0.66631  0.311
H  2.69384  -0.04657  -1.00187  0.383
H  0.83618  -0.79506  1.37333  0.305
H  1.55589  -1.55846  -0.01231  0.393
H  -0.12450  -0.35097  -1.44886  0.464
H  -2.06776  -1.60388  -0.95533  0.310
H  -2.12976  -0.83129  0.66443  0.318
H  -1.18327  -2.34372  0.14340  0.318
H  0.01033  1.96758  1.12337  -0.063
H  -1.48387  2.49132  -0.77841  -0.056
H  -2.28953  1.31559  1.13660  -0.133

---

6.
C3H12O2S | wB97M-V/def2-TZVPD

Computed properties:
* HOMO energy (alpha / beta): 0.930 / -5.603 eV
* charge: -1
* 2S+1: 2
* energy relative to the best compared isomer or geometry (same formula, charge and spin): 1.714 eV
* frontier orbital gap (alpha / beta): 2.2 / 8.6 eV

Last column: Mulliken charge in e.
Element x y z (Å)
C  1.30015  0.19202  -1.12622  -1.526
C  0.72655  1.59861  -0.93683  -0.648
S  -0.64544  1.79919  -2.11884  -0.063
C  -1.91536  2.36531  -0.82718  -1.599
H  0.62141  -0.64206  -0.78364  0.250
H  2.29259  0.00994  -0.60265  0.530
H  1.52184  -0.17150  -2.17853  0.392
H  1.53681  2.28730  -1.12975  0.211
H  0.48136  1.88374  0.11831  0.359
H  -1.73160  3.32713  -0.41524  0.335
H  -2.73954  2.27058  -1.31353  0.452
H  -1.94868  1.72658  0.04706  0.697
H  -0.83770  -5.75289  2.55155  0.409
H  -1.55854  -4.96954  1.56754  0.525
O  -0.85038  -5.52832  1.68216  -1.139
H  0.88948  0.54744  1.61370  0.422
H  1.23384  -0.87476  2.07811  0.410
O  1.62322  -0.06875  1.77397  -1.016

---

7.
C3H12O2S | wB97M-V/def2-TZVPD

Computed properties:
* HOMO energy: -9.109 eV
* energy relative to the best compared isomer or geometry (same formula, charge and spin): 1.811 eV
* frontier orbital gap: 9.6 eV

Last column: Mulliken charge in e.
Element x y z (Å)
C  1.54785  0.25143  -0.88026  -1.248
C  1.77543  -0.61275  0.40406  -0.285
C  0.48283  -1.15025  1.03346  -0.586
S  0.81742  -1.84121  2.74831  -0.188
H  2.51026  0.64667  -1.15807  0.328
H  1.21784  -0.27257  -1.79339  0.295
H  0.83553  0.95745  -0.62042  0.386
H  1.91979  0.15227  1.24938  0.311
H  2.38990  -1.41103  0.06912  0.262
H  -0.38709  -0.46902  1.10728  0.303
H  0.10026  -2.05375  0.56723  0.351
H  1.79546  -1.04239  2.86575  0.083
O  -4.23511  2.00554  1.69111  -0.663
H  -3.51081  1.47005  2.02294  0.321
H  -4.48463  2.78861  2.38392  0.342
O  -0.74786  0.58118  -4.02122  -0.635
H  -1.28922  0.26449  -3.23890  0.318
H  -0.73785  -0.26473  -4.43030  0.307

---

8.
C3H12O2S | wB97M-V/def2-TZVPD

Computed properties:
* HOMO energy: -9.085 eV
* energy relative to the best compared isomer or geometry (same formula, charge and spin): 0.398 eV
* frontier orbital gap: 9.8 eV

Last column: Mulliken charge in e.
Element x y z (Å)
C  2.54451  -1.14013  0.13924  -0.996
C  2.39402  0.34429  0.40641  -0.424
S  0.64767  0.91442  0.43609  -0.089
C  0.35085  0.82394  -1.36448  -0.803
H  2.38636  -1.75521  1.00801  0.313
H  3.51121  -1.39145  -0.29381  0.327
H  1.74546  -1.51593  -0.50694  0.278
H  2.84340  0.91930  -0.40022  0.271
H  2.81179  0.66011  1.35948  0.359
H  1.29576  0.94107  -1.88514  0.302
H  -0.13291  -0.10307  -1.66063  0.180
H  -0.34160  1.61829  -1.63460  0.332
O  -4.11740  -0.01278  -0.25896  -0.639
H  -4.62065  -0.59856  0.31340  0.319
H  -3.19955  -0.22669  -0.04810  0.388
O  -1.53916  -1.36446  0.36695  -0.727
H  -0.61037  -1.13324  0.55768  0.248
H  -1.62630  -1.16392  -0.56678  0.361

---

9.
C3H12O2S2 | wB97M-V/def2-TZVPD

Computed properties:
* HOMO energy: -8.657 eV
* energy relative to the best compared isomer or geometry (same formula, charge and spin): 0.831 eV
* frontier orbital gap: 9.3 eV

Last column: Mulliken charge in e.
Element x y z (Å)
C  0.77608  2.38400  -0.11874  -1.219
C  0.60584  1.06783  0.64578  -0.226
C  0.65219  1.33966  2.16366  -0.745
S  0.43073  -0.09123  3.20747  -0.056
S  2.08719  -1.27294  2.74116  -0.262
H  0.90671  2.09255  -1.17531  0.309
H  1.75717  2.81772  0.07541  0.352
H  -0.05830  3.07542  -0.00352  0.345
H  -0.35820  0.62965  0.45046  0.281
H  1.48864  0.44001  0.49812  0.343
H  1.50794  1.97205  2.40838  0.381
H  -0.26517  1.87292  2.40382  0.331
H  1.37688  -2.29447  2.25538  0.166
O  -4.56320  -2.67798  -4.37415  -0.644
H  -5.39523  -2.90862  -4.79952  0.321
H  -3.86862  -2.94428  -4.98876  0.323
O  -1.16540  0.95573  -6.98696  -0.642
H  -1.17343  1.42981  -6.15005  0.321
H  -2.05344  1.07093  -7.34540  0.321

---

10.
C3H12O3 | wB97M-V/def2-TZVPD

Computed properties:
* HOMO energy: -10.071 eV
* energy relative to the best compared isomer or geometry (same formula, charge and spin): 1.868 eV
* frontier orbital gap: 10.7 eV

Last column: Mulliken charge in e.
Element x y z (Å)
C  8.61011  2.25251  -7.16828  -0.554
O  7.72556  1.45645  -7.93071  -0.519
H  9.66840  2.23071  -7.42838  0.283
H  8.37301  3.31418  -7.23707  0.235
H  8.54972  1.98600  -6.11309  0.250
H  7.58303  0.56292  -7.60994  0.305
C  3.65836  2.57329  -5.68207  -0.541
O  4.06341  3.63487  -6.51847  -0.467
H  4.45088  1.86927  -5.42834  0.244
H  3.34935  2.96726  -4.71388  0.218
H  2.89014  2.06316  -6.26321  0.255
H  4.80957  3.24035  -6.97585  0.298
C  1.20011  7.45993  -4.97190  -0.482
O  2.53466  7.13101  -5.04462  -0.501
H  0.85840  7.61875  -3.94910  0.212
H  1.01987  8.34304  -5.58487  0.213
H  0.63492  6.62361  -5.38327  0.234
H  2.71842  6.38095  -5.61492  0.317

---

11.
C3H12O3 | wB97M-V/def2-TZVPD

Computed properties:
* HOMO energy (alpha / beta): -13.626 / -13.626 eV
* charge: +1
* 2S+1: 2
* energy relative to the best compared isomer or geometry (same formula, charge and spin): 0.813 eV
* frontier orbital gap (alpha / beta): 10.5 / 4.1 eV

Last column: Mulliken charge in e.
Element x y z (Å)
C  -2.26602  0.52920  -1.21248  -0.900
C  -0.92299  0.71250  -0.31656  0.145
C  -0.42063  -0.65865  0.30169  -1.035
O  -0.05113  1.16441  -1.36247  -0.185
H  -1.95835  -0.33087  -1.75252  0.387
H  -3.10929  0.41255  -0.56943  0.356
H  -2.32778  1.53335  -1.81116  0.315
H  -1.01785  1.55441  0.46840  0.371
H  -1.07041  -1.02359  1.08274  0.379
H  -0.01246  -1.41802  -0.37453  0.307
H  0.53468  -0.50571  0.82679  0.368
H  -0.04319  0.44560  -1.93712  0.485
H  2.98768  0.81639  5.57283  0.330
H  3.13873  -0.10454  4.48989  0.302
O  2.74004  -0.12545  5.35984  -0.632
H  1.00261  -1.44643  -3.46607  0.332
H  1.71664  -0.40863  -2.72248  0.340
O  1.07971  -1.14651  -2.57737  -0.664

---

12.
C3H12O3S | wB97M-V/def2-TZVPD

Computed properties:
* HOMO energy: -9.010 eV
* energy relative to the best compared isomer or geometry (same formula, charge and spin): 1.113 eV
* frontier orbital gap: 9.7 eV

Last column: Mulliken charge in e.
Element x y z (Å)
O  -0.68581  0.04127  -0.03940  -0.388
C  -0.19335  1.22297  0.52311  -0.636
C  1.20081  1.30834  0.08061  -0.763
C  2.03786  0.28358  0.88987  -0.625
S  3.76628  0.38086  0.13036  -0.220
H  -0.87827  0.28824  -0.94692  0.227
H  -0.73896  2.03543  0.11533  0.335
H  -0.17236  1.12805  1.66192  0.311
H  1.37678  1.12559  -0.89918  0.575
H  1.49072  2.31180  0.35264  0.350
H  1.60083  -0.67585  0.87294  0.422
H  2.30305  0.68771  1.94740  0.300
H  4.30753  -0.50604  0.92027  0.115
O  -2.73191  -0.55995  -2.16768  -0.630
H  -3.25671  -0.84459  -2.91067  0.288
H  -3.22545  -1.08267  -1.45570  0.336
O  -2.34229  -2.56348  -0.00085  -0.638
H  -2.40178  -2.38061  0.96814  0.333
H  -1.45697  -2.20065  -0.04220  0.306

---

13.
C3H12O4 | wB97M-V/def2-TZVPD

Computed properties:
* HOMO energy: -9.249 eV
* energy relative to the best compared isomer or geometry (same formula, charge and spin): 1.688 eV
* frontier orbital gap: 9.9 eV

Last column: Mulliken charge in e.
Element x y z (Å)
C  -0.11065  -3.68427  0.59728  -1.070
C  0.08918  -2.68873  -0.54138  -0.063
C  -0.12111  -1.43911  -0.31685  -0.335
O  0.42770  -0.33035  -0.93933  -0.478
H  -0.76364  -4.56219  0.25804  0.258
H  -0.47262  -3.13476  1.41662  0.332
H  0.77969  -4.05698  1.01306  0.302
H  0.52254  -2.96258  -1.45425  0.399
H  -0.82769  -1.07046  0.47883  0.342
H  -0.21577  -0.07596  -1.61085  0.313
O  -1.41141  1.68057  -1.27163  -0.686
H  -0.64189  2.17820  -0.93216  0.406
H  -2.03084  2.38447  -1.76463  0.311
O  0.63481  1.42436  2.03046  -0.674
H  0.74824  0.56984  1.66071  0.319
H  1.50547  1.69021  2.19873  0.321
O  0.49915  3.34218  0.06545  -0.679
H  0.33337  2.79649  0.80426  0.391
H  0.71664  4.18233  0.41772  0.290

---

no.,electronic energy (eV),largest force on an atom (hartree/bohr)
1,-28506.7694,0.0608
2,-14714.6709,0.0923
3,-14706.8916,0.1117
4,-26455.1304,0.0134
5,-12664.0669,0.0697
6,-18233.5270,0.1216
7,-18234.2717,0.0832
8,-18235.6842,0.0152
9,-29070.8396,0.0414
10,-9446.1588,0.0415
11,-9437.2455,0.0947
12,-20282.2713,0.0901
13,-11494.0741,0.0827